The molecule C6H12N2. Source: OMol25; level of theory: wB97M-V/def2-TZVPD.

ORCA input file:
```
! wB97M-V def2-TZVPD RIJCOSX def2/J DEFGRID3
* xyz 0 1
N -1.51925 -1.12106 -0.67308
N 1.42638 0.59011 -0.24889
C -0.80733 -0.03278 -0.02610
C 0.21026 0.56720 -1.03049
C 1.46574 -0.70795 0.34345
C -1.74269 0.98957 0.56258
C 2.74563 0.06962 0.00385
C 0.14837 -0.61763 1.07596
H 0.30179 -0.10204 -1.90442
H -0.04099 1.60053 -1.31413
H -1.84337 -0.87295 -1.61888
H -0.28434 -1.57815 1.39786
H 0.35163 0.07397 1.89152
H -2.38940 -1.28827 -0.18061
H 1.43768 -1.61326 -0.37976
H 3.26098 0.63969 0.73160
H 3.33889 -0.29941 -0.82609
H -2.44201 1.29265 -0.18944
H -2.31680 0.52835 1.37685
H -1.30116 1.88183 1.00821
*
```

## Properties
**Calculated total energy**: -9393.4221 eV
**Relative energy (zero: lowest compared OMol25 entry of this formula, charge and spin)**: 79.0 kcal/mol
**Kohn-Sham gap**: 9.4031 eV
**Strongest force on any atom**: 2.27 eV/A
**Structure (SMILES)**: C[C@]1(N)C[C@@H]2CN2C1



C29H28BN6O2RhS as an isolated structure. Source: OMol25; level of theory: wB97M-V/def2-TZVPD.

ORCA input file:
```
! wB97M-V def2-TZVPD RIJCOSX def2/J DEFGRID3
* xyz 2 1
Rh -0.62412 0.25816 -0.21465
S -1.72600 -0.25692 1.83194
O 1.14512 -1.59551 1.37128
O 2.34412 -0.36379 -0.13270
N -1.05836 -0.56960 4.34493
N -0.14445 2.19344 0.35784
N 0.10977 1.07302 -2.01636
N -2.59308 0.82335 -1.25641
N -0.87750 -1.72158 -0.99610
N 0.44199 0.71271 3.11310
C 2.46587 -2.00964 1.40042
C 1.22403 1.96740 -1.60324
C -0.66387 2.88482 1.37753
C 3.19544 -1.26528 0.49476
C 3.04252 -2.99313 2.16957
C -2.36922 1.49284 -2.38781
C -0.94981 1.92701 -2.64748
C -0.67888 -0.00937 3.16164
C 0.75690 2.79354 -0.44364
C -1.21574 -4.05431 -0.52904
C 5.14240 -2.44450 1.07643
C 1.18236 4.08883 -0.22143
C -3.84274 0.46205 -0.95454
C -0.77988 -3.33995 -2.74591
C 0.82693 0.25886 5.44275
C -0.47802 -0.94973 -3.32712
C -1.03418 -4.37134 -1.86217
C -4.92005 0.76450 -1.76527
C -0.71267 -2.02651 -2.30210
C 0.66541 4.79245 0.85550
C -1.12013 -2.73502 -0.14388
C -0.33611 -0.44899 5.47763
C 4.54308 -1.45189 0.30253
C -4.68780 1.46554 -2.93935
C -3.39110 1.83350 -3.26005
C 1.16728 0.83185 4.21063
C 0.60122 0.05977 -2.97519
C -0.28285 4.18259 1.65874
C 4.40952 -3.19748 1.98767
B 1.08428 -0.57301 0.42552
H 6.20079 -2.63344 0.96332
H 1.45879 -0.43499 -2.52080
H 2.06232 1.34191 -1.30421
H -3.17491 2.37521 -4.17139
H 4.91041 -3.96129 2.56618
H 2.46570 -3.58059 2.87086
H -0.73381 4.70281 2.49139
H 0.94335 0.57230 -3.87956
H -1.22853 -2.46630 0.89304
H -0.63361 -3.54173 -3.79771
H 5.10631 -0.86346 -0.40832
H -1.42462 -0.44739 -3.53704
H -5.91557 0.45406 -1.48290
H -5.50625 1.71877 -3.59968
H -3.97587 -0.08955 -0.03164
H 1.54146 2.59793 -2.43877
H -0.75824 1.98926 -3.72138
H -1.41210 2.37571 1.96608
H 1.90154 4.54009 -0.89122
H 0.98332 5.80795 1.04943
H -1.08489 -5.39488 -2.20791
H -0.19357 -1.43742 -4.25814
H -1.91750 -1.10634 4.35367
H 2.07179 1.42309 4.11852
H 1.44286 0.37659 6.32009
H -0.73189 -0.93415 6.35861
H -1.41735 -4.81093 0.21517
H -0.84158 2.93815 -2.25168
*
```

## Properties
**Calculated total energy**: -58075.0976 eV
**Relative energy (zero: lowest compared OMol25 entry of this formula, charge and spin)**: 0.0 kcal/mol
**Kohn-Sham gap**: 7.4376 eV
**Strongest force on any atom**: 0.60 eV/A



A 2-piece molecular cluster, C5H10O overall. Source: OMol25; level of theory: wB97M-V/def2-TZVPD.

ORCA input file:
```
! wB97M-V def2-TZVPD RIJCOSX def2/J DEFGRID3
* xyz 0 1
O -1.43877 -1.06416 -1.43952
C -1.17001 1.14720 0.12395
C -1.06956 -0.10008 0.61644
C 0.43344 -0.04358 0.76090
C 0.31701 1.41663 0.21641
C 1.39878 -0.99413 0.05851
H 1.21477 -2.03999 0.32983
H 0.63935 -0.05860 1.83510
H 0.54810 2.17335 0.96926
H -1.28878 -0.09495 -1.31921
H -0.57344 -1.45308 -1.60681
H -2.02686 1.79360 -0.03066
H -1.77844 -0.84288 0.96686
H 0.89378 1.63276 -0.69380
H 2.42866 -0.75243 0.35043
H 1.35530 -0.90637 -1.03502
*
```

## Properties
**Calculated total energy**: -7392.2925 eV
**Relative energy (zero: lowest compared OMol25 entry of this formula, charge and spin)**: 57.0 kcal/mol
**Kohn-Sham gap**: 9.9325 eV
**Strongest force on any atom**: 1.33 eV/A
**Structure (SMILES)**: C[C@@H]1C=CC1.O



C49H37ClF4N5O7PbS2Sb as an isolated structure. Source: OMol25; level of theory: wB97M-V/def2-TZVPD.

ORCA input file:
```
! wB97M-V def2-TZVPD RIJCOSX def2/J DEFGRID3
* xyz 0 1
Pb 0.16129 0.07288 0.18844
Sb 2.36694 -1.48676 -0.93536
Cl -5.29838 6.15486 2.80457
S -4.72923 0.55211 0.16056
S -2.55866 2.52732 0.63793
F 2.47284 3.21232 -5.08582
F 3.29679 -6.85059 -3.88345
F 8.19240 -0.82448 1.09919
F 2.02873 -2.53222 0.67944
O 0.46692 2.43227 3.04924
O -1.43502 2.88443 -2.79561
O -0.59406 -2.13798 0.17736
O -1.43729 2.37129 5.10381
O -0.16078 -4.70057 0.23831
O 0.09668 4.23724 -1.09293
O -0.45467 0.52810 2.22101
N -2.75218 -1.34533 0.21312
N -0.79783 -0.52566 -2.22298
N -0.08726 1.91822 -1.16665
N 1.95636 1.80392 0.63748
N -2.17152 -0.09000 0.27695
C 3.64991 -5.44955 -2.03742
C -1.87869 -2.31364 0.19225
C -1.50553 -4.80277 0.18040
C -3.63654 3.25689 5.02394
C -3.38251 -6.31109 0.07936
C 2.95797 1.67743 1.50420
C -1.12626 -1.73159 -2.69506
C 3.66782 2.76478 1.97274
C 2.55479 -3.30447 -1.98188
C 3.09646 2.31054 -3.01486
C -2.02184 -6.10000 0.14696
C -2.82813 5.07197 3.04667
C 2.46381 0.02902 -2.48999
C -4.26630 -5.23278 0.04065
C 3.04855 -5.68730 -3.25746
C -1.39015 0.54537 -2.73732
C 2.19802 -4.78301 -3.85655
C 3.08607 1.23002 -2.14292
C 1.95268 -3.58108 -3.20664
C 1.85205 1.00125 -4.62158
C -5.14670 2.30427 -0.05190
C 1.84447 -0.06714 -3.73717
C 5.34893 -0.86295 -1.11050
C 4.63999 -1.42391 1.12249
C -0.98701 1.91924 -2.22141
C 0.43184 3.13169 -0.73744
C -1.17380 1.22667 4.31154
C -1.91693 4.17189 3.58329
C 2.47295 2.17274 -4.23697
C 5.94590 -1.29395 1.57504
C 2.21810 4.16209 0.68477
C 1.58446 3.01567 0.24261
C 6.65996 -0.74022 -0.67206
C 3.39236 -4.25018 -1.39250
C -2.67520 -0.78629 -4.23406
C -4.25139 3.12703 0.84960
C -3.01594 0.87273 0.32790
C -4.13608 5.04868 3.49297
C -2.33770 0.46332 -3.74564
C 4.33020 -1.19306 -0.21631
C -4.05761 2.27642 6.08485
C -2.05229 -1.90807 -3.70496
C -4.54016 4.16284 4.47810
C -2.38601 -3.70803 0.14556
C 3.28320 4.03004 1.55855
C -3.76141 -3.94977 0.07549
C -2.32353 3.26617 4.55180
C 6.92591 -0.94953 0.66608
C -0.26327 1.46704 3.11740
H 3.86145 -1.73243 1.80760
H -1.32166 -6.92502 0.18158
H 3.56720 3.24916 -2.75293
H 6.20893 -1.46643 2.61043
H 3.19193 0.67228 1.83203
H -3.76393 -7.32524 0.06401
H -4.25092 4.17832 0.56551
H -5.04027 2.53329 6.47898
H -2.10316 0.78689 3.94200
H -6.19716 2.42467 0.21092
H 4.29979 -6.19763 -1.60355
H -5.33393 -5.39944 -0.01344
H 1.37402 0.94089 -5.59067
H -4.42231 -3.09338 0.05012
H -2.29120 -2.90521 -4.04924
H 4.48514 2.61876 2.66560
H -0.68280 0.50397 4.96409
H 1.33287 -0.96749 -4.03933
H -4.99977 2.57636 -1.09653
H -5.56784 4.17403 4.82003
H -3.33980 2.25897 6.90393
H 7.46536 -0.48675 -1.34871
H 1.86010 5.11992 0.33542
H -0.88376 4.17228 3.26447
H 3.57277 1.33942 -1.18184
H 1.27204 -2.88029 -3.66566
H -3.41898 -0.88702 -5.01422
H -0.64041 -2.58317 -2.23058
H -2.77780 1.37638 -4.11937
H 3.83528 -4.05804 -0.42392
H 1.74145 -5.02131 -4.80769
H -4.52856 3.03415 1.89897
H 3.80103 4.90698 1.92499
H -2.51918 5.78641 2.29404
H 0.08216 -3.75899 0.34393
H 5.13072 -0.70451 -2.15975
H -4.10625 1.26242 5.68154
*
```

## Properties
**Calculated total energy**: -130045.1654 eV
**Relative energy (zero: lowest compared OMol25 entry of this formula, charge and spin)**: 2.9 kcal/mol
**Kohn-Sham gap**: 6.1672 eV
**Strongest force on any atom**: 0.91 eV/A



A 2-piece molecular cluster, C5H15NO overall. Source: OMol25; level of theory: wB97M-V/def2-TZVPD.

ORCA input file:
```
! wB97M-V def2-TZVPD RIJCOSX def2/J DEFGRID3
* xyz 1 2
O 0.75141 -1.97988 -6.69540
N -1.71791 -1.74968 1.23557
C -0.77192 -1.05681 2.08229
C -0.90463 1.54755 0.30747
C 1.61881 1.67325 0.64537
C 0.38151 -0.42317 1.27255
C 0.29754 1.08052 1.15617
H 1.87730 2.55525 1.21945
H -1.42318 2.43518 0.67765
H 0.56268 -0.88284 0.28694
H 1.61092 1.79709 -0.43978
H -1.73634 0.82039 0.39976
H 1.51406 -2.41912 -7.12951
H -0.73331 1.75278 -0.74694
H -1.57110 -1.66808 0.22067
H -2.69207 -1.73669 1.56052
H 2.42163 0.92977 0.69820
H 0.00656 1.44046 2.14685
H 1.26926 -0.84548 1.76141
H 1.01247 -1.22967 -6.12603
H -0.41930 -1.75521 2.85255
H -1.35436 -0.28561 2.61427
*
```

## Properties
**Calculated total energy**: -8956.4211 eV
**Relative energy (zero: lowest compared OMol25 entry of this formula, charge and spin)**: 33.8 kcal/mol
**Kohn-Sham gap (spin up / spin down)**: 9.7988 / 4.7022 eV
**Strongest force on any atom**: 1.91 eV/A
**Expectation value of S²**: 0.754



C3H8N5S as an isolated structure. Source: OMol25; level of theory: wB97M-V/def2-TZVPD.

ORCA input file:
```
! wB97M-V def2-TZVPD RIJCOSX def2/J DEFGRID3
* xyz 1 1
S 1.80678 -0.33667 -0.64906
N 0.77937 2.11660 -0.44973
N -1.82617 -1.42639 0.43105
N 0.67282 0.94557 -0.26416
N 1.65166 2.84437 -0.98629
N -0.09384 -1.62732 -1.21243
C 2.12958 -0.82680 0.84985
C -2.94536 -0.76409 1.12421
C -1.16740 -1.56629 -0.55976
H 2.56938 2.56833 -1.41892
H -3.37115 -1.28811 1.98060
H 0.16938 -2.17398 -1.99675
H -2.77065 0.24737 1.34415
H -3.72411 -0.80727 0.45440
H 1.88268 -0.09172 1.52515
H 2.92322 -1.52772 1.12528
H 1.31381 3.71411 -1.29761
*
```

## Properties
**Calculated total energy**: -21514.0495 eV
**Relative energy (zero: lowest compared OMol25 entry of this formula, charge and spin)**: 119.6 kcal/mol
**Kohn-Sham gap**: 8.1773 eV
**Strongest force on any atom**: 3.77 eV/A



A 13-piece molecular cluster, H25O13 overall. Source: OMol25; level of theory: wB97M-V/def2-TZVPD.

ORCA input file:
```
! wB97M-V def2-TZVPD RIJCOSX def2/J DEFGRID3
* xyz -1 1
O 0.37856 -3.50264 -1.70427
O 2.44221 -0.96890 2.24002
O 0.16699 3.38260 -0.44301
O -2.95136 -2.46506 -2.57159
O 2.83651 -1.53304 -1.22138
O 0.43105 -1.02220 -0.27064
O 0.87211 2.54072 4.08326
O -0.38650 -2.67776 1.49041
O -0.88621 2.42387 1.80771
O -1.20718 -0.19221 -2.15881
O 1.98901 1.41355 -1.88256
O -1.97529 0.40061 2.89934
O -2.68166 1.82052 -1.16703
H 1.87302 -1.62586 -1.02989
H -2.01593 -0.53466 3.18948
H 2.75512 -0.56646 1.41269
H 2.91101 1.57810 -2.06868
H 0.35038 -2.55128 -1.54692
H -1.76299 2.13582 -1.19845
H -0.22051 -1.98268 0.76127
H 0.26179 -3.32920 1.20585
H 1.04351 3.19983 3.40302
H -1.09643 3.31207 1.51608
H -1.19729 2.34888 2.71042
H -1.57511 0.23298 2.03115
H 1.17260 1.74687 3.60866
H -0.20996 -3.84105 -1.03380
H 1.56034 -0.98606 1.81498
H -2.43926 1.00327 -1.67067
H -0.49108 -0.55561 -1.59094
H 0.76769 2.84393 -0.99433
H -0.79459 0.44818 -2.75794
H -2.77186 -1.54247 -2.32979
H -2.05325 -2.78905 -2.60885
H -0.66723 3.09453 -0.72286
H 3.08299 -2.00889 -2.01532
H 0.43800 -0.07146 -0.05406
H 2.05078 0.82019 -1.13252
*
```

## Properties
**Calculated total energy**: -27025.5927 eV
**Relative energy (zero: lowest compared OMol25 entry of this formula, charge and spin)**: 41.1 kcal/mol
**Kohn-Sham gap**: 9.6452 eV
**Strongest force on any atom**: 2.31 eV/A



A 2-piece molecular cluster, CH2BrCl overall. Source: OMol25; level of theory: wB97M-V/def2-TZVPD.

ORCA input file:
```
! wB97M-V def2-TZVPD RIJCOSX def2/J DEFGRID3
* xyz 0 3
Br 1.18820 -1.15806 -0.86879
Cl 0.48599 0.29730 1.66930
C 0.16152 0.18273 0.01569
H 0.11077 1.00729 -0.53144
H -1.94648 -0.32926 -0.28477
*
```

## Properties
**Calculated total energy**: -83629.0695 eV
**Relative energy (zero: lowest compared OMol25 entry of this formula, charge and spin)**: 8.6 kcal/mol
**Kohn-Sham gap (spin up / spin down)**: 9.0008 / 9.0932 eV
**Strongest force on any atom**: 5.04 eV/A
**Expectation value of S²**: 2.005